Entry from OMol25: 6 unconnected molecules or ions with the total composition C28H57BF3NO24PS5 (wB97M-V/def2-TZVPD).

LUMO level, eV: 1.046
HOMO, eV: -5.5
Net charge: -1
Orbital gap, eV: 6.5277

The geometry in XYZ format:
```
120
Properties=species:S:1:pos:R:3:forces:R:3
C -7.319178 -0.452219 -0.717898 0.026 -0.340 0.255
C -6.234862 0.538438 -1.284896 -1.755 0.514 0.426
O -5.443771 -0.000687 -2.357842 2.319 -0.476 0.750
P -3.996880 -0.682233 -1.745828 -2.337 -1.290 0.937
O -4.424322 -1.671542 -0.674767 1.223 1.584 -1.991
C -2.968853 0.750672 -1.146199 1.463 0.350 -1.557
C -1.552940 0.310841 -0.501067 -2.198 -0.810 0.338
C -1.849458 -0.532494 0.821926 0.702 0.599 -1.273
B -0.571835 -0.564451 1.886914 -1.272 0.151 0.619
C -1.233552 -1.089250 3.335343 -1.268 -1.039 0.996
C -2.457274 -2.056219 3.174261 0.192 0.312 0.579
N -3.702264 -1.768143 3.401769 1.659 -0.196 -0.147
C 0.028981 0.929472 2.194980 1.130 0.857 0.256
C 1.515537 1.226114 1.732233 -0.397 1.241 -0.196
C 1.691959 1.652443 0.212848 1.469 -0.451 0.324
C 3.245630 1.432422 -0.148066 -0.449 0.943 -0.706
C 3.905177 2.693075 -0.856938 1.661 -1.156 0.860
C 5.218063 2.209789 -1.654018 -0.563 0.805 -0.778
C 4.946293 2.448995 -3.196794 0.927 -0.461 1.165
O 3.760354 1.720663 -3.547669 -0.323 1.404 -0.115
C 2.805525 2.534194 -4.240768 -0.438 -0.166 -0.632
C 0.518301 -1.696815 1.443479 -0.390 -0.934 -0.243
F -0.105192 -2.960030 1.267111 0.841 1.097 0.110
F 1.508516 -1.972482 2.411132 -0.617 0.376 -1.719
F 1.123182 -1.473642 0.183410 0.000 -0.423 1.692
O -3.287962 -1.419934 -3.098394 -1.093 1.413 2.582
C -2.626627 -2.657539 -2.721782 1.329 -0.848 -1.076
C -1.322646 -2.764075 -3.653158 -1.020 0.460 0.934
H -8.077215 0.144289 -0.124958 0.841 -0.635 -0.601
H -6.862731 -1.238656 -0.048510 -0.315 0.983 -0.678
H -7.887296 -1.012205 -1.515061 0.652 0.819 0.532
H -5.638350 0.940752 -0.422063 -0.279 -0.538 -0.845
H -6.800904 1.426197 -1.709481 0.784 -0.957 0.265
H -2.684431 1.343096 -2.077420 -0.640 -0.625 0.826
H -3.536700 1.468846 -0.496249 0.357 -1.068 -0.427
H -1.007805 1.271957 -0.325300 -0.211 -1.061 -0.211
H -1.071074 -0.380792 -1.243590 0.073 1.016 0.558
H -2.758964 -0.044777 1.296504 0.942 -0.809 -0.342
H -2.104790 -1.576234 0.458008 -0.125 1.200 0.683
H -1.613213 -0.218553 3.959462 0.442 -0.913 -0.931
H -0.479648 -1.622585 3.987895 -0.564 0.438 -0.613
H -2.227295 -3.117743 2.858484 -0.280 1.126 0.172
H -3.724151 -0.784313 3.706088 -0.076 -0.180 -0.112
H -0.622154 1.755972 1.756398 0.624 -0.883 0.433
H 0.004829 1.122472 3.316151 0.033 -0.238 -1.209
H 1.871413 2.122348 2.340628 -0.133 -0.962 -0.699
H 2.259462 0.411887 1.934697 -1.012 0.428 -0.043
H 1.412577 2.740494 0.049773 0.219 -1.215 0.246
H 1.128655 1.016894 -0.516810 0.226 0.569 0.891
H 3.865701 1.222333 0.771509 -0.751 0.137 -0.875
H 3.353229 0.556498 -0.844375 -0.193 0.729 0.724
H 3.218750 3.245172 -1.549520 0.540 -0.509 0.792
H 4.303043 3.347385 -0.019319 -0.893 -0.276 -1.068
H 6.128480 2.815949 -1.364174 -0.907 -0.630 -0.288
H 5.453956 1.125845 -1.479371 -0.346 0.972 -0.057
H 4.852154 3.569669 -3.335192 -0.055 -1.241 -0.185
H 5.803882 2.042138 -3.798628 -0.724 0.598 0.327
H 1.763644 2.134040 -4.101121 1.094 0.105 0.086
H 2.791011 3.601049 -3.869180 0.185 -1.036 -0.448
H 3.022304 2.483769 -5.350950 -0.196 0.411 1.050
H -3.324448 -3.510308 -2.966981 0.681 0.897 0.639
H -2.291617 -2.674206 -1.647010 -0.722 0.055 -1.058
H -0.487789 -3.104874 -2.988017 -0.555 0.095 -0.987
H -1.532524 -3.438915 -4.521605 0.492 0.581 0.775
H -1.114324 -1.718349 -4.008832 -0.015 -1.101 0.242
C 9.482662 1.113544 -5.441717 -0.027 -0.609 0.141
C 9.732543 1.013183 -6.934958 0.532 0.183 0.135
O 8.562232 1.563978 -7.542105 -0.431 0.199 0.499
S 7.968116 2.731217 -6.587636 0.025 -0.140 0.198
O 8.434317 3.992285 -7.075308 -0.468 -0.576 0.337
O 6.587144 2.456595 -6.346890 0.795 0.382 -0.403
O 8.810555 2.362645 -5.256026 -0.138 0.341 -0.824
H 8.820191 0.315328 -5.097333 0.052 -0.003 -0.037
H 10.405994 1.089833 -4.867730 -0.136 0.217 0.002
H 9.888354 -0.013318 -7.262255 -0.248 0.071 -0.071
H 10.589258 1.624417 -7.234052 0.023 -0.047 0.054
C -9.053725 -4.333882 -1.431505 0.489 -0.008 0.516
C -10.061349 -5.006522 -0.515417 0.001 -0.450 -0.413
O -10.958259 -3.964044 -0.126367 0.204 0.629 -0.343
S -11.093763 -2.899994 -1.339846 0.294 -0.075 0.045
O -12.276070 -3.211045 -2.082490 0.600 0.433 0.335
O -10.824697 -1.594359 -0.826169 -0.506 -0.746 -0.316
O -9.813259 -3.394197 -2.196686 -0.821 -0.045 0.256
H -8.304466 -3.781519 -0.858649 0.002 -0.059 -0.022
H -8.554707 -5.044301 -2.088879 -0.152 0.165 -0.145
H -9.593229 -5.456001 0.358533 -0.128 0.240 0.089
H -10.637395 -5.766603 -1.050860 0.066 -0.012 0.014
C 14.238972 -0.310780 -7.592611 -0.128 0.491 -0.282
C 15.170076 0.502886 -6.710506 0.475 -0.333 -0.220
O 14.491579 0.606800 -5.457244 -0.740 -0.367 -0.097
S 13.617792 -0.734223 -5.214007 0.369 -0.061 -0.024
O 14.367271 -1.616863 -4.378447 -0.735 0.433 -0.413
O 12.273549 -0.348248 -4.919466 0.736 -0.237 0.018
O 13.674918 -1.300680 -6.729615 0.238 0.181 0.670
H 13.425013 0.305876 -7.982903 0.064 0.009 -0.022
H 14.763772 -0.783876 -8.421285 -0.084 -0.183 0.167
H 15.373148 1.490886 -7.119955 -0.166 0.037 0.227
H 16.114327 -0.021846 -6.542071 -0.020 0.026 -0.075
C -3.535965 -0.334426 8.092483 -0.234 -0.641 -0.200
C -2.131620 -0.878778 8.281011 -0.056 0.133 0.538
O -1.358071 -0.266385 7.248735 -0.494 0.533 -0.337
S -1.946953 1.211192 6.947942 0.097 -0.305 -0.144
O -1.162782 2.166036 7.669262 -0.520 -0.303 -0.508
O -2.198880 1.318457 5.548010 0.269 0.293 0.923
O -3.362343 1.035005 7.716690 0.699 0.154 0.055
H -4.051478 -0.849086 7.277741 0.023 -0.026 0.054
H -4.132918 -0.407118 9.000411 0.019 0.241 -0.073
H -2.091808 -1.963527 8.199355 0.110 0.106 -0.258
H -1.714396 -0.571245 9.244358 -0.056 -0.048 0.013
C -8.554418 2.038960 8.760872 -0.067 0.532 0.249
C -7.060084 2.306274 8.815090 0.018 -0.011 -0.713
O -6.574630 1.464023 9.863416 -0.618 -0.439 0.354
S -7.467244 0.114525 9.916614 0.017 0.191 -0.247
O -6.775894 -0.909871 9.195255 -0.507 0.405 0.661
O -7.938129 -0.063367 11.253219 0.456 -0.103 -0.697
O -8.693401 0.636109 8.998308 0.709 -0.262 0.163
H -9.081265 2.573361 9.555803 0.026 0.013 -0.041
H -8.986293 2.305760 7.797416 0.007 -0.269 0.022
H -6.830920 3.349668 9.023847 0.081 -0.152 0.228
H -6.570273 2.006077 7.884887 -0.034 0.076 0.008
```
Positions in Å, forces in eV/Å.

Löwdin population analysis, charges in e, atoms 1 to 2: atom 1 (C): -0.097, atom 2 (C): -0.317

Entry from OMol25: 3 unconnected molecules or ions with the total composition C24H23NO3 (wB97M-V/def2-TZVPD).

LUMO level, eV: -1.237
HOMO, eV: -5.0
Orbital gap, eV: 3.7632

The geometry in XYZ format:
```
51
Properties=species:S:1:pos:R:3:forces:R:3
C -3.605062 -5.218197 -1.739437 0.046 0.065 0.005
C -3.692508 -4.136712 -2.620659 0.159 -0.062 -0.144
C -2.536095 -3.553132 -3.139816 0.196 -0.322 0.279
C -1.301300 -4.073031 -2.746975 0.486 0.622 0.379
O -0.118199 -3.410810 -3.098416 -0.318 -0.651 -0.392
C 0.123372 -2.188187 -2.474572 -0.200 0.139 0.385
C 0.844575 -2.170771 -1.272436 -0.308 -0.075 -0.601
C 1.049844 -0.967147 -0.626267 -0.082 0.293 -0.320
C 0.573746 0.269943 -1.152207 0.107 -0.764 -0.375
C 0.820647 1.481731 -0.439040 -0.001 0.129 0.724
C 0.132295 2.713080 -0.622216 -0.024 0.271 0.071
C 0.698912 3.922968 -0.119037 -0.482 0.013 -0.338
C 0.146763 5.156080 -0.440592 -0.190 -0.144 0.050
C -0.974729 5.240256 -1.277779 0.011 0.065 -0.122
C -1.598964 4.061425 -1.711769 0.254 -0.032 0.497
C -1.120340 2.818633 -1.301270 0.193 0.444 -0.120
C -0.079715 0.207335 -2.418141 0.026 -0.033 0.355
C -0.342324 -1.000116 -3.043814 0.312 -0.457 0.298
C -1.192352 -5.194466 -1.920289 -0.269 0.390 -0.052
C -2.356977 -5.739282 -1.383582 -0.036 -0.083 -0.304
H -4.514764 -5.659022 -1.332673 0.227 0.123 -0.070
H -4.660164 -3.730558 -2.916346 0.185 -0.184 0.146
H -2.563222 -2.698391 -3.818245 -0.065 -0.271 0.302
H 1.217486 -3.112825 -0.866246 -0.108 0.249 -0.096
H 1.607965 -0.964666 0.310460 -0.151 0.053 -0.306
H 1.729996 1.515157 0.159146 -0.021 0.090 -0.488
H 1.599131 3.858118 0.496955 -0.066 0.096 -0.288
H 0.598002 6.068764 -0.048086 -0.088 -0.195 -0.127
H -1.367172 6.214451 -1.577361 0.153 -0.308 0.079
H -2.466154 4.116270 -2.372834 0.096 -0.008 0.341
H -1.689626 1.914886 -1.523821 0.284 0.330 -0.084
H -0.369955 1.128743 -2.917269 0.053 -0.242 0.177
H -0.900923 -1.046795 -3.978603 0.266 0.079 0.141
H -0.200634 -5.579669 -1.678191 -0.311 0.164 -0.005
H -2.279260 -6.579489 -0.692184 -0.116 0.189 -0.212
O -0.570961 1.904856 5.498752 -0.368 0.939 -1.101
C -0.919618 2.626214 4.639275 -0.242 0.253 -0.496
C 2.138854 1.893816 2.840688 -0.962 -0.814 -0.705
C 3.140300 1.509911 3.852109 0.211 -0.853 0.113
C 3.066501 -0.041345 3.832595 0.401 -0.201 0.241
C 1.913193 -0.428464 2.903371 0.285 -0.222 0.124
N 1.484869 0.859495 2.353500 0.328 1.094 1.754
O -1.260982 3.333474 3.764072 0.642 -1.203 1.568
H 1.915642 2.922699 2.561492 -0.248 -0.373 -0.173
H 4.150055 1.872771 3.639880 -0.197 0.152 -0.021
H 2.842286 1.894634 4.835072 0.034 0.166 -0.196
H 4.000802 -0.469700 3.459489 -0.131 0.103 0.180
H 2.874316 -0.436485 4.828592 0.209 0.022 -0.018
H 2.244017 -1.099438 2.105398 -0.190 0.232 0.102
H 1.097039 -0.927843 3.441620 0.006 0.332 -0.259
H 0.671394 0.920834 1.747705 0.005 0.402 -0.900
```
Positions in Å, forces in eV/Å.

natural (NBO) population analysis, charges in e, atoms 1 to 2: atom 1 (C): -0.238, atom 2 (C): -0.196

Entry from OMol25: a molecular structure, C2CrFO (wB97M-V/def2-TZVPD).

Expectation value of S²: 9.15
Spin multiplicity: 6
LUMO level (alpha / beta), eV: -1.813 / -1.503
HOMO (alpha / beta), eV: -7.4 / -8.0
Orbital gap (alpha / beta), eV: 5.5782 / 6.5259

The geometry in XYZ format:
```
5
Properties=species:S:1:pos:R:3:forces:R:3
C 1.123704 -0.680400 -0.916025 -1.704 0.364 -0.573
C 0.009684 -0.503508 -0.076245 2.335 -1.802 -0.150
O 0.378616 0.777632 -0.228262 -1.096 2.642 -0.089
F 0.228095 -0.993133 1.188037 -1.218 -0.402 1.186
Cr -1.740099 1.399408 0.032495 1.683 -0.802 -0.373
```
Positions in Å, forces in eV/Å.

natural (NBO) population analysis, charges in e, atoms 1 to 2: atom 1 (C): 0.169, atom 2 (C): 0.093

What is the formula in the second record? C24H23NO3